# 1
Entry from OMol25: one molecule with the formula C6H12O (ωB97M-V/def2-TZVPD).

Last column: Löwdin charge in e.
CARTESIAN COORDINATES (ANGSTROEM)
C  1.93189  -0.78961  -0.61016  -0.03
C  0.68987  -0.28294  0.10610  -0.59
O  1.01552  -0.27017  1.49946  -0.01
C  0.23940  1.10687  -0.35676  -0.14
C  -1.16861  1.26124  0.23734  -0.18
C  -1.75948  -0.17397  0.23522  -0.17
C  -0.58499  -1.11520  -0.12280  -0.12
H  2.71817  -0.02771  -0.56939  0.09
H  1.72426  -1.02343  -1.65964  0.08
H  2.31170  -1.68900  -0.11561  0.09
H  0.61092  0.50380  1.90776  0.09
H  0.94514  1.88943  -0.05385  0.12
H  0.18951  1.11164  -1.45292  0.13
H  -1.11508  1.65291  1.26197  0.10
H  -1.77976  1.97236  -0.32622  0.10
H  -2.57304  -0.26547  -0.49159  0.10
H  -2.18379  -0.42165  1.21297  0.10
H  -0.64205  -1.40912  -1.17871  0.11
H  -0.56958  -2.02998  0.47684  0.12

Computed properties:
- Highest occupied orbital energy: -10.01 eV
- Net charge: 0
- E_tot: -8464.2872 eV
- SMILES: CC1(O)CCCC1
- Kohn-Sham gap: 10.98 eV
- Energy above the lowest of the compared OMol25 structures with the same formula, charge and spin: 6.44 kJ/mol

# 2
Entry from OMol25: a 2-piece molecular cluster, C22H32ClO6P overall (ωB97M-V/def2-TZVPD).

Last column: Löwdin charge in e.
CARTESIAN COORDINATES (ANGSTROEM)
C  3.87185  0.72274  0.98182  0.10
C  3.37676  1.27077  0.02842  -0.13
C  2.76795  1.97846  -1.10329  -0.19
C  1.35124  1.44276  -1.43344  -0.17
C  1.24418  0.79683  -2.83519  -0.13
C  0.68223  -0.59831  -2.81959  -0.09
C  -0.57036  -0.89137  -2.44207  -0.07
C  -1.49867  0.20322  -1.97485  -0.13
C  -3.01244  -0.01660  -2.04910  -0.21
C  -3.77769  1.29500  -1.86743  -0.20
C  -5.22878  1.09082  -1.38464  -0.21
C  -6.27204  1.65120  -2.34384  -0.24
C  -7.70812  1.40712  -1.87423  -0.27
C  -8.10638  -0.06996  -1.88374  -0.12
C  -0.99929  -2.31880  -2.49240  -0.31
O  -2.15299  -2.67511  -2.51593  0.13
C  0.05931  -3.36311  -2.55020  -0.02
C  1.29618  -3.08254  -2.94172  -0.33
P  2.66379  -4.31877  -3.10188  0.62
O  2.86035  -4.59995  -1.50623  -0.35
Cl  1.46983  -5.92804  -3.67851  0.21
C  1.61768  -1.67234  -3.28057  -0.35
O  2.62544  -1.41038  -3.89840  0.09
H  4.53528  0.26288  1.67462  0.03
H  3.43259  1.88975  -1.96109  0.11
H  2.69862  3.02702  -0.81158  0.11
H  0.62980  2.25542  -1.35876  0.11
H  1.07572  0.70808  -0.67907  0.11
H  2.23542  0.74048  -3.27908  0.10
H  0.65041  1.40864  -3.51886  0.13
H  -1.24439  0.40598  -0.92842  0.13
H  -1.25893  1.12260  -2.51595  0.11
H  -3.31258  -0.74527  -1.29638  0.11
H  -3.28410  -0.46090  -3.00596  0.12
H  -3.24432  1.95360  -1.17792  0.11
H  -3.81558  1.80270  -2.83475  0.11
H  -5.36364  1.54754  -0.40143  0.11
H  -5.41242  0.02187  -1.25458  0.10
H  -6.13348  1.22460  -3.34132  0.11
H  -6.13106  2.73389  -2.41932  0.11
H  -7.78359  1.77092  -0.84570  0.10
H  -8.40905  1.96389  -2.49628  0.10
H  -7.63139  -0.61673  -1.06757  0.06
H  -9.18135  -0.18932  -1.75019  0.07
H  -7.80911  -0.56262  -2.81135  0.07
H  -0.26552  -4.37177  -2.32611  0.10
H  2.15592  -4.22279  -0.96682  0.05
C  6.61151  -0.90781  7.34560  -0.07
C  5.09868  -0.91447  7.33803  -0.21
O  4.55606  0.36769  6.97968  0.04
C  4.58716  0.65888  5.68208  -0.61
O  4.99030  -0.05822  4.80091  0.11
O  4.08343  1.88107  5.51499  0.01
C  4.10582  2.33166  4.15745  -0.04
H  6.98431  -0.11730  7.99787  0.08
H  6.98565  -1.86526  7.70787  0.08
H  7.00669  -0.73985  6.34504  0.07
H  4.71075  -1.10586  8.33646  0.12
H  4.70339  -1.67607  6.66650  0.12
H  3.61792  1.61338  3.50525  0.06
H  5.13241  2.49186  3.83097  0.10
H  3.56452  3.27271  4.13427  0.10

Computed properties:
- Highest occupied orbital energy: -9.55 eV
- Net charge: 0
- E_tot: -57427.9559 eV
- SMILES: C#CCCCC1=C(CCCCCCC)C(=O)C=C(P(O)Cl)C1=O.CCOC(=O)OC
- Kohn-Sham gap: 8.04 eV

# 3
Entry from OMol25: one molecule with the formula C6H18B3N3 in a non-equilibrium geometry (ωB97M-V/def2-TZVPD).

Last column: Löwdin charge in e.
CARTESIAN COORDINATES (ANGSTROEM)
C  2.24521  -0.87910  -1.67345  0.01
B  1.26656  -0.27512  -0.59597  -0.46
N  0.42554  0.73033  -1.22627  0.07
C  0.73372  1.53718  -2.35545  -0.08
B  -0.85466  0.83406  -0.56192  -0.44
C  -1.86118  1.98830  -0.96586  0.00
N  -1.29301  0.01003  0.56226  0.08
C  -2.63488  0.14125  1.10270  -0.06
B  -0.30525  -0.95113  1.00200  -0.48
C  -0.68954  -1.76955  2.28265  -0.01
N  1.11311  -0.74060  0.77324  0.08
C  2.20440  -1.05876  1.66611  -0.05
H  2.77255  -0.08020  -2.11785  0.03
H  1.55694  -1.35981  -2.34588  0.08
H  2.96987  -1.58844  -1.28174  0.06
H  0.38906  2.60152  -2.22689  0.10
H  0.24220  1.13473  -3.24500  0.11
H  1.79021  1.61878  -2.49289  0.07
H  -1.58158  2.35148  -1.92991  0.03
H  -2.90965  1.68848  -1.06870  0.06
H  -1.86641  2.84505  -0.29253  0.08
H  -3.38767  -0.02159  0.34345  0.08
H  -2.83045  -0.60464  1.89570  0.09
H  -2.74075  1.14023  1.44633  0.08
H  -1.62465  -2.29553  2.07804  0.06
H  -0.75329  -1.15078  3.17723  0.08
H  0.12219  -2.46245  2.43107  0.05
H  2.36879  -2.13454  1.67070  0.09
H  2.06049  -0.70719  2.67757  0.09
H  3.07214  -0.54200  1.27125  0.09

Computed properties:
- Highest occupied orbital energy: -8.74 eV
- Net charge: 0
- E_tot: -13018.5183 eV
- SMILES: CB1N(C)B(C)N(C)B(C)N1C
- Kohn-Sham gap: 9.31 eV

# 4
Entry from OMol25: C31H49NO4P2Re as an isolated structure in a non-equilibrium geometry (ωB97M-V/def2-TZVPD).

Last column: Löwdin charge in e.
CARTESIAN COORDINATES (ANGSTROEM)
Re  0.53216  -0.14315  -1.12011  1.50
C  -0.16891  -2.11097  -1.38279  -0.34
C  1.14525  -1.93952  -1.91695  -0.33
C  1.26272  -1.54771  0.35357  -0.33
C  -0.06985  -1.96915  0.03182  -0.27
C  2.02607  -1.59719  -0.84605  -0.31
C  -1.39989  -2.61988  -2.08202  0.02
H  -1.63873  -2.08183  -3.00394  0.09
H  -2.28612  -2.56937  -1.43345  0.08
H  -1.26466  -3.68337  -2.32947  0.12
C  -0.92524  -2.69763  1.01310  0.01
H  -1.85434  -3.07408  0.57510  0.08
H  -1.16733  -2.05630  1.87786  0.06
H  -0.36330  -3.56898  1.41563  0.13
C  1.81157  -1.64301  1.75593  0.00
H  2.07992  -2.70964  1.88659  0.13
H  1.03651  -1.39312  2.50570  0.08
H  2.70276  -1.02648  1.93426  0.08
C  3.50525  -1.40738  -0.90954  0.02
H  4.03528  -2.23211  -1.40197  0.12
H  3.92566  -1.29890  0.09259  0.09
H  3.76764  -0.50539  -1.45510  0.05
C  1.51574  -2.11055  -3.34324  0.02
H  1.66566  -3.11720  -3.75010  0.13
H  2.42580  -1.57099  -3.54149  0.07
H  0.73828  -1.67124  -3.95299  0.08
C  -0.27061  2.07589  -2.32007  -0.14
C  -0.18047  0.84054  -3.00782  -0.27
C  0.39585  0.92648  -4.47711  -0.14
C  1.92262  0.86435  -4.56327  -0.17
C  2.61491  1.06798  -3.23418  -0.12
C  2.53098  2.23169  -2.56866  -0.12
C  1.79954  3.43225  -3.09655  -0.14
C  0.25623  3.36633  -2.92987  -0.15
H  0.03855  1.86943  -4.94044  0.12
H  2.28038  1.64099  -5.26947  0.14
H  -0.07963  0.13331  -5.09746  0.13
H  -0.19808  3.52507  -3.93467  0.14
H  -1.00793  2.20142  -1.52557  0.04
H  -0.99693  0.10693  -2.96240  0.08
H  -0.09620  4.24840  -2.34981  0.13
H  2.19364  4.34066  -2.60844  0.13
H  3.15507  2.43416  -1.69826  0.09
H  2.02280  3.54680  -4.17237  0.13
H  2.20541  -0.10314  -5.00216  0.11
H  3.41127  0.35622  -3.02253  0.10
P  -2.34144  0.56747  -0.12636  0.89
C  -3.42050  -0.64368  0.71183  -0.22
H  -4.44896  -0.26276  0.74168  0.08
H  -3.07563  -0.80901  1.74034  0.05
H  -3.40997  -1.60490  0.18648  0.03
C  -2.63019  2.06838  0.85799  -0.22
H  -3.69325  2.32665  0.81380  0.08
H  -2.04542  2.91214  0.48698  0.02
H  -2.36062  1.88414  1.92428  0.02
C  -3.29266  0.79580  -1.67877  -0.25
H  -2.79457  1.49683  -2.35075  0.03
H  -4.30104  1.16256  -1.46393  0.07
H  -3.37627  -0.15801  -2.21192  0.05
P  1.41171  1.73856  0.89725  0.88
C  3.23594  1.69794  0.75117  -0.25
H  3.66972  2.67033  1.01641  0.08
H  3.53635  1.44980  -0.26972  0.00
H  3.66453  0.92599  1.39935  0.05
C  0.92319  3.43101  0.40906  -0.22
H  0.98474  3.53524  -0.67372  0.00
H  1.57666  4.17051  0.87719  0.08
H  -0.10357  3.62359  0.72065  0.04
C  1.21394  1.77869  2.71122  -0.21
H  1.91328  2.47958  3.18554  0.08
H  1.39189  0.77981  3.12344  0.04
H  0.18924  2.05984  2.98862  0.05
O  -2.14702  1.39090  3.69137  -0.05
C  -1.60360  0.24901  3.75406  -0.61
O  -1.06439  -0.36063  2.77805  -0.14
C  -1.56407  -0.41717  5.10780  -0.11
C  -2.01254  0.26605  6.25502  0.01
C  -2.00888  -0.35075  7.50884  0.03
C  -1.56010  -1.68533  7.63236  -0.14
C  -1.07679  -2.37416  6.49920  0.02
C  -1.07988  -1.73981  5.25809  -0.01
N  -1.64795  -2.35949  8.88640  -0.31
O  -2.10132  -1.73561  9.87506  0.07
O  -1.26968  -3.55548  8.94919  0.06
H  -2.37749  1.28562  6.16514  0.12
H  -2.35701  0.16618  8.39275  0.12
H  -0.72107  -3.39757  6.60965  0.12
H  -0.71025  -2.28256  4.38587  0.10

Computed properties:
- Highest occupied orbital energy (spin up / spin down): -13.10 / -13.10 eV
- Net charge: +2
- E_tot: -63307.4817 eV
- Kohn-Sham gap (spin up / spin down): 5.49 / 3.90 eV
- 2S+1: 4
- ⟨S²⟩: 3.778